{"formula": "C22H41Br15O13S3", "method": "ωB97M-V with the def2-TZVPD basis set", "species": ["O", "C", "O", "C", "C", "C", "H", "H", "H", "H", "H", "H", "O", "C", "O", "C", "C", "C", "H", "H", "H", "H", "H", "H", "O", "S", "O", "O", "C", "C", "C", "H", "H", "H", "H", "H", "H", "H", "H", "O", "S", "O", "O", "C", "C", "C", "H", "H", "H", "H", "H", "H", "H", "H", "O", "S", "O", "O", "C", "C", "C", "H", "H", "H", "H", "H", "H", "H", "H", "C", "Br", "Br", "Br", "H", "C", "Br", "Br", "Br", "H", "C", "Br", "Br", "Br", "H", "C", "Br", "Br", "Br", "H", "C", "Br", "Br", "Br", "H"], "xyz": [[0.49745, 1.25900, -7.60656], [0.80143, 1.11742, -6.45388], [1.41529, 2.07971, -5.75074], [1.89847, 1.55664, -4.48188], [1.38175, 0.09917, -4.36147], [0.69216, -0.17257, -5.68745], [1.48209, 2.08535, -3.62788], [2.98031, 1.61335, -4.52149], [0.69403, 0.06991, -3.51676], [2.24756, -0.49654, -4.07377], [-0.29160, -0.61775, -5.55335], [1.21717, -0.93815, -6.26444], [3.83716, 0.61772, -1.78192], [3.52935, 1.73292, -1.44055], [3.72016, 2.80108, -2.22492], [3.24582, 3.99840, -1.62408], [3.12349, 3.63341, -0.11248], [2.86446, 2.13519, -0.15118], [2.29627, 4.42991, -1.94556], [3.99180, 4.78314, -1.74272], [2.32534, 4.25435, 0.29130], [4.01256, 3.90874, 0.45634], [1.78776, 1.97857, -0.24760], [3.29741, 1.59311, 0.68441], [1.73277, -3.97685, -1.69336], [3.15176, -3.66218, -1.66668], [4.11449, -4.53127, -1.03877], [3.63007, -3.43991, -3.22177], [3.56159, -4.43488, -4.23047], [2.13003, -4.84281, -4.59304], [3.32932, -1.93653, -1.11945], [4.07059, -5.32680, -3.85000], [4.11949, -4.06442, -5.08649], [1.55990, -3.93723, -4.80327], [1.67375, -5.29779, -3.71102], [2.01928, -5.60978, -5.35661], [2.36620, -1.45484, -1.23465], [4.15260, -1.44308, -1.62149], [3.55630, -2.09410, -0.06459], [-4.69741, 4.03233, 1.05744], [-4.51532, 2.62250, 1.20144], [-4.26606, 2.07890, 2.52468], [-5.73952, 1.84037, 0.48768], [-6.06309, 0.53604, 1.04628], [-7.15217, 0.71947, 2.09388], [-3.14378, 1.92130, 0.13987], [-5.13611, 0.12761, 1.43911], [-6.44167, -0.18623, 0.32325], [-6.89531, 1.53443, 2.75775], [-7.23018, -0.24180, 2.61159], [-8.15768, 0.85669, 1.69475], [-2.38444, 1.69377, 0.88407], [-2.82119, 2.64250, -0.60270], [-3.51366, 0.99589, -0.28737], [0.56669, -0.30935, -0.80218], [0.59570, -0.86666, 0.51689], [1.79881, -1.24423, 1.19482], [-0.30334, 0.13626, 1.42828], [0.18926, 0.48345, 2.73275], [-0.53424, 1.68670, 3.25776], [-0.53073, -2.32537, 0.61097], [1.26395, 0.66124, 2.71074], [0.04882, -0.33747, 3.44060], [-0.47508, 2.57249, 2.61594], [-0.12182, 2.02969, 4.20989], [-1.60257, 1.55017, 3.44217], [-1.49635, -2.04299, 0.21113], [-0.51908, -2.48879, 1.68410], [-0.02192, -3.05778, -0.01412], [0.68267, -5.39932, 2.91194], [1.05263, -6.57134, 1.33607], [1.95417, -3.85073, 2.90820], [0.55385, -6.28942, 4.58118], [-0.26762, -4.99490, 2.59725], [-4.42434, -1.42789, -2.10099], [-5.31460, -2.82859, -3.12562], [-2.74407, -0.75120, -2.86821], [-4.13162, -1.98199, -0.25907], [-5.03384, -0.53473, -2.08913], [3.55134, 0.01409, 6.69771], [3.97464, -1.84643, 6.26451], [2.85768, 0.79342, 5.04492], [5.05602, 0.89928, 7.59657], [2.80924, 0.07860, 7.47946], [-4.22593, 0.16155, 5.14916], [-4.04968, -1.28007, 3.85236], [-3.43437, -0.41679, 6.83962], [-6.03394, 0.83527, 5.30375], [-3.64155, 1.00519, 4.81010], [0.50454, 5.74322, 1.56254], [-0.65670, 5.14933, 0.04430], [-0.67607, 6.39900, 2.95028], [1.72794, 7.16618, 1.04098], [0.99327, 4.83754, 1.89096]], "e_homo_ev": -9.995, "energy_ev": -1133235.4200, "lumo_energy_ev": -0.86, "charge": 0, "orbital_gap_ev": 9.13}